Record 1
Density functional theory data (wB97M-V/def2-TZVPD) for a molecular structure, C38H35O2P2Rh at a distorted geometry.

Last column: Löwdin charge in e.
Element x y z (Å)
C: 0.6033 -1.1790 -2.2480  -0.12
C: -0.4278 -1.6199 -1.4182  -0.33
C: -1.7527 -1.7474 -1.8872  -0.03
C: -2.0257 -1.4926 -3.2319  -0.02
C: -0.9687 -1.1805 -4.1168  0.00
C: 0.3440 -1.0412 -3.5959  -0.10
P: 0.0226 -1.8443 0.2983  0.94
C: -1.2813 -3.0199 0.7822  -0.36
C: -2.3107 -2.5118 1.5769  -0.11
C: -3.3470 -3.3707 1.9420  -0.05
C: -3.3351 -4.6984 1.4970  -0.04
C: -2.3122 -5.1882 0.6723  -0.04
C: -1.2642 -4.3384 0.3084  -0.06
Rh: 0.5879 0.0366 1.1262  0.71
P: 0.0106 1.9486 0.2385  0.97
C: -1.3310 1.9773 -0.9718  -0.37
C: -1.1476 2.3108 -2.3244  -0.09
C: -2.2500 2.2745 -3.1885  -0.06
C: -3.5311 1.9547 -2.7019  -0.05
C: -3.6944 1.6032 -1.3526  -0.06
C: -2.5974 1.5913 -0.4910  -0.12
C: -0.2985 3.3889 1.3335  -0.34
C: 0.6096 3.5854 2.3747  -0.12
C: 0.4879 4.6661 3.2461  -0.05
C: -0.5782 5.5615 3.0736  -0.04
C: -1.5164 5.3627 2.0472  -0.05
C: -1.3693 4.2858 1.1666  -0.06
C: 1.5963 2.3515 -0.6150  -0.34
C: 2.5987 1.4079 -0.4016  -0.15
C: 3.8359 1.5572 -1.0170  -0.06
C: 4.0700 2.6740 -1.8386  -0.04
C: 3.0745 3.6605 -1.9917  -0.04
C: 1.8358 3.5280 -1.3542  -0.06
C: 1.5917 -2.8014 0.3092  -0.34
C: 2.0642 -3.5100 -0.8064  -0.08
C: 3.3143 -4.1232 -0.7118  -0.04
C: 4.0619 -4.0210 0.4721  -0.03
C: 3.5710 -3.3083 1.5730  -0.05
C: 2.3210 -2.7032 1.4977  -0.10
H: 1.4137 2.8670 2.5337  0.10
H: 1.2098 4.7679 4.0514  0.12
H: -0.7008 6.3778 3.7790  0.12
H: -2.3642 6.0382 1.9313  0.12
H: -2.0938 4.1405 0.3565  0.11
H: -0.1631 2.6077 -2.6974  0.07
H: -2.0910 2.4530 -4.2536  0.11
H: -4.3771 1.9447 -3.3890  0.12
H: -4.6632 1.3042 -0.9550  0.12
H: -2.7466 1.3016 0.5521  0.11
H: 2.4095 0.5169 0.2539  0.06
H: 4.6123 0.8106 -0.8302  0.12
H: 5.0258 2.7717 -2.3595  0.12
H: 3.2631 4.5560 -2.5880  0.12
H: 1.0710 4.3021 -1.4237  0.12
H: 1.4781 -3.5638 -1.7191  0.11
H: 3.6645 -4.6939 -1.5695  0.12
H: 5.0427 -4.4898 0.5299  0.12
H: 4.1483 -3.2388 2.4964  0.12
H: 1.9178 -2.1202 2.3271  0.08
H: -2.2923 -1.4685 1.8907  0.09
H: -4.1524 -3.0030 2.5739  0.12
H: -4.1383 -5.3718 1.7940  0.12
H: -2.2972 -6.2190 0.3171  0.12
H: -0.4432 -4.6607 -0.3316  0.11
H: -2.5372 -2.0732 -1.1987  0.12
H: -3.0748 -1.5610 -3.5579  0.13
H: -1.1966 -1.0032 -5.1730  0.13
H: 1.2824 -0.8126 -4.1131  0.11
H: 1.6421 -0.9926 -1.9192  0.12
H: 0.3916 1.4465 -4.4963  0.08
H: 0.9895 1.2325 -4.1052  0.07
C: 0.1094 -1.3701 5.1096  0.00
O: 0.1018 -1.4224 3.6476  -0.12
C: 0.0889 -0.1811 3.0937  -0.49
O: -0.1272 0.8208 3.7410  0.13
H: -0.7984 -0.8653 5.4781  0.11
H: 0.9797 -0.7941 5.4692  0.11
H: 0.1532 -2.3816 5.4830  0.10

Computed properties:
Net charge ... +2
⟨S²⟩ ... 6.025
Multiplicity ... 5
Highest occupied orbital energy (spin up / spin down) ... -13.459 / -14.155 eV
Kohn-Sham gap (spin up / spin down) ... 7.9 / 4.1 eV
LUMO (spin up / spin down) ... -0.2047 / -0.3694 Ha

***

Record 2
Density functional theory data (wB97M-V/def2-TZVPD) for a molecular structure, C20H25Br6FO9 at a distorted geometry.

Last column: Löwdin charge in e.
Element x y z (Å)
C: -1.1248 -5.1255 3.5669  -0.04
C: -1.5277 -3.7208 3.8868  -0.30
C: -0.3197 -2.7848 4.1149  -0.08
O: -0.6464 -1.6222 3.3309  0.07
C: -1.7239 -1.8714 2.5604  -0.57
O: -2.1966 -1.1127 1.7639  0.15
O: -2.1471 -3.1223 2.7511  0.04
H: -0.3604 -5.1922 2.7858  0.07
H: -1.9555 -5.7311 3.2048  0.04
H: -0.6519 -5.6285 4.4137  0.10
H: -2.2353 -3.6025 4.7106  0.16
H: 0.5973 -3.1673 3.6638  0.07
H: -0.1487 -2.5994 5.1724  0.14
C: -2.0701 -1.2962 -3.2240  -0.03
C: -1.8949 -0.7957 -1.8071  -0.27
C: -0.9127 -1.6214 -0.9406  -0.15
O: -0.0456 -0.6477 -0.3771  0.03
C: -0.0951 0.4806 -1.1137  -0.57
O: 0.6733 1.3835 -1.0542  0.16
O: -1.1435 0.4250 -1.9282  0.07
H: -2.3744 -2.3452 -3.2767  0.04
H: -1.1361 -1.3216 -3.7873  0.10
H: -2.8158 -0.6844 -3.7289  0.09
H: -2.8456 -0.5948 -1.3169  0.16
H: -0.2786 -2.2736 -1.5470  0.06
H: -1.4200 -2.2774 -0.2410  0.08
C: 3.2940 2.3490 0.5578  -0.04
C: 3.9500 2.7220 1.8700  -0.30
C: 5.4727 2.4681 1.8944  -0.08
O: 5.9619 3.6511 2.5452  0.07
C: 5.0944 4.6341 2.3923  -0.59
O: 5.2984 5.7981 2.5482  0.16
O: 3.8796 4.1560 2.0045  0.07
H: 2.2518 2.6903 0.6045  0.08
H: 3.1748 1.2772 0.4157  0.03
H: 3.6436 2.9580 -0.2736  0.10
H: 3.5346 2.2515 2.7618  0.15
H: 5.9248 2.3875 0.9073  0.13
H: 5.7126 1.6306 2.5451  0.13
F: -2.2802 7.3639 -3.8241  0.05
C: -2.4041 6.0307 -3.6625  -0.30
C: -1.4295 5.3428 -2.9671  -0.02
C: -1.5559 3.9868 -2.6964  -0.06
C: -2.6748 3.3327 -3.2018  -0.09
C: -3.6089 4.0055 -3.9734  -0.09
C: -3.4909 5.3771 -4.2047  -0.02
H: -0.6082 5.9811 -2.6534  0.12
H: -0.7506 3.5337 -2.1353  0.10
H: -2.8358 2.2930 -2.9465  0.09
H: -4.5106 3.5286 -4.3336  0.10
H: -4.2530 5.9480 -4.7187  0.11
C: -2.4173 -4.9311 -0.0700  -1.59
Br: -4.1160 -4.0522 0.0995  0.63
Br: -1.7818 -4.8959 -1.9430  0.60
Br: -2.4830 -6.7450 0.5669  0.62
H: -1.6853 -4.3765 0.5009  -0.06
C: 3.3901 -2.8862 -0.0373  -1.51
Br: 1.9388 -3.4180 1.1984  0.60
Br: 4.4238 -1.3831 0.6308  0.60
Br: 2.6731 -2.4442 -1.8078  0.60
H: 4.0665 -3.7155 -0.1775  -0.03

Computed properties:
Highest occupied orbital energy ... -8.960 eV
Kohn-Sham gap ... 8.2 eV
LUMO ... -0.0283 Ha

***

Record 3
Density functional theory data (wB97M-V/def2-TZVPD) for 2 unconnected molecules or ions with the total composition C5H11O2 at a distorted geometry.

Last column: Löwdin charge in e.
Element x y z (Å)
C: -0.8298 -1.4876 1.1816  -0.21
C: -1.7160 -2.6159 1.6398  -0.21
H: 0.1216 -1.9563 0.6946  0.09
H: -1.4290 -0.7407 0.5735  0.08
H: -0.3477 -0.8444 1.8874  0.05
H: -2.5130 -2.7488 0.9420  0.03
H: -2.1220 -2.3594 2.6979  0.08
H: -1.0617 -3.6216 1.5047  0.09
C: 1.1993 0.1966 -0.7257  -0.24
C: 2.2250 0.9332 -1.5610  -0.15
C: -0.0486 1.0465 -0.3392  -0.90
O: 0.0570 1.7909 0.6260  -0.06
O: -1.0176 0.8739 -1.0109  -0.04
H: 1.0426 -0.7158 -1.3610  0.10
H: 1.7226 -0.0259 0.2531  0.10
H: 1.7261 1.8980 -1.8951  0.09
H: 2.3984 0.3049 -2.4284  0.04
H: 3.1682 1.0555 -0.9620  0.07

Computed properties:
Net charge ... -1
Energy above the lowest of the compared OMol25 structures with the same formula, charge and spin ... 1.6777 eV
Highest occupied orbital energy ... -3.844 eV
Kohn-Sham gap ... 7.8 eV
LUMO ... 0.1441 Ha

***

Question: Which formula does entry 1 have?
Answer: C38H35O2P2Rh